34
Properties=species:S:1:pos:R:3:forces:R:3 method="wB97M-V/def2-TZVPD" molar_mass_g_mol=548.73 charge=-2 energy_ev=-92739.861 homo_lumo_gap_ev="4.52 / 6.05" e_homo_ev="0.674 / -1.437" de_lowest_kj_mol=43.54 multiplicity=6
Au 0.010 0.977 -0.113 -0.83 -0.96 -0.28
Co 0.516 0.210 -3.683 -0.45 1.47 -0.42
Cl -0.098 2.156 -2.214 0.22 0.29 -1.14
S 0.204 -1.466 0.238 -0.58 -2.44 -0.95
S 1.778 1.141 2.949 -1.94 -3.06 -1.97
O 3.091 0.880 3.496 0.10 0.60 0.26
O 1.360 2.496 2.675 0.52 0.46 0.50
N 1.522 0.199 1.544 2.05 2.52 1.13
C -0.799 0.193 -5.148 -0.73 -0.01 -0.39
C 1.011 -1.379 -4.408 -0.37 -2.17 3.62
C -1.148 -0.267 5.465 0.44 0.70 0.65
C 0.503 0.217 3.799 0.43 1.14 1.99
C 0.664 -0.817 1.727 -0.20 0.54 1.69
C -1.691 -1.264 4.632 0.23 -0.36 -0.67
C 0.043 -0.860 3.024 0.61 0.42 -2.08
C -0.048 0.513 5.040 -0.12 -0.59 -0.43
C 2.285 0.887 -4.234 0.74 0.47 0.11
C -1.120 -1.530 3.388 -0.68 -0.55 1.25
C -2.106 0.270 -0.279 -0.75 0.51 0.36
H -1.578 -0.076 6.453 0.06 -0.09 -0.32
H -1.522 -2.262 2.699 -0.12 -0.03 0.06
H -0.215 0.400 -6.062 -0.28 -0.05 0.31
H -2.372 -0.585 -0.918 0.59 0.28 0.12
H -2.552 -1.845 4.980 0.20 0.28 -0.20
H 2.266 0.939 -5.337 0.03 -0.09 0.36
H 0.388 1.317 5.647 -0.39 -0.28 -0.18
H 0.203 -2.089 -3.979 0.16 0.69 -1.31
H -2.324 0.031 0.758 0.09 -0.34 0.15
H 2.478 1.895 -3.818 -0.02 -0.49 -0.07
H 1.775 -1.732 -3.647 0.67 0.24 -1.48
H -1.257 -0.805 -5.233 -0.12 0.47 -0.17
H -1.561 0.979 -5.006 0.19 -0.24 0.00
H 3.047 0.165 -3.915 0.10 0.36 -0.13
H -2.754 1.112 -0.517 0.13 0.32 -0.37